1.
ORCA calculation (the ωB97M-V functional and the def2-TZVPD basis) on C40H48AsINaO9PS2Si as an isolated structure at a distorted geometry.

As for the orbital gap: 6.26 eV. The energy above the lowest of the compared OMol25 structures with the same formula, charge and spin is 29.6 kcal/mol. The calculation puts the total energy at -6353.5898 Ha. The net charge is -2. The value obtained for the highest occupied orbital energy is -2.600 eV.

XYZ file:
```
104
Properties=species:S:1:pos:R:3:forces:R:3
C 3.941 -5.531 1.482 -0.03 0.06 0.00
C -1.671 -0.976 2.410 -0.02 -0.03 0.06
O -2.064 0.870 -0.343 0.17 0.15 0.11
H -3.371 -0.840 4.613 0.02 -0.01 0.00
O -2.426 1.333 2.293 -0.07 0.18 -0.08
H 0.586 4.609 -5.958 0.00 0.00 0.01
P 1.855 -2.037 0.950 0.00 -0.01 -0.13
C -0.080 -6.997 -0.738 -0.04 0.12 -0.04
H -1.857 6.555 0.398 -0.02 0.01 0.02
H 6.475 0.532 -1.208 0.01 0.00 0.00
H -3.137 2.868 -1.706 -0.02 -0.01 0.03
H 1.368 -8.265 0.180 0.01 -0.01 0.00
H 2.332 0.494 5.144 0.01 0.01 0.01
H 2.620 1.996 -2.844 -0.13 -0.01 -0.04
H -4.277 1.876 -2.650 0.01 0.01 -0.03
H -4.452 2.012 0.397 0.04 0.03 -0.01
H -2.374 -1.225 1.612 -0.02 -0.01 -0.01
Na 0.068 1.231 -1.621 -1.06 -0.46 1.75
C 4.506 -0.924 1.134 0.02 -0.01 0.01
H -0.221 1.002 3.717 0.00 0.00 -0.04
O 1.394 -1.020 -4.887 -0.09 -0.01 0.00
S 0.632 -0.030 -4.155 -0.01 -0.22 -0.20
C -0.112 3.129 -7.363 0.00 0.02 -0.02
C 0.413 -4.612 -0.734 -0.09 -0.17 -0.01
H -3.725 5.818 2.217 -0.01 0.02 -0.01
H -1.583 -1.834 3.084 0.02 0.00 0.01
C -0.382 -5.669 -1.101 0.09 -0.13 0.10
H 1.506 -3.963 3.207 0.01 -0.04 -0.03
H -1.533 1.539 4.783 -0.01 0.01 -0.01
H -1.240 -5.484 -1.731 -0.02 0.02 -0.01
C 5.621 0.023 -0.777 0.03 0.01 0.01
H 1.875 -1.436 6.633 0.00 0.00 0.00
C 0.633 2.668 -5.098 -0.14 -0.05 -0.01
C 5.612 -0.303 0.573 0.01 0.00 -0.01
C 3.110 -6.510 1.034 -0.02 -0.02 -0.03
C 1.909 -6.187 0.355 0.05 -0.14 0.05
H -4.485 0.277 0.713 0.01 -0.03 0.01
O 1.347 0.502 -2.990 1.12 -0.31 -0.89
H 4.869 -5.771 1.985 0.01 -0.01 0.00
H -3.890 0.836 4.329 0.01 0.01 0.01
C 1.709 -2.984 3.623 0.08 0.03 -0.04
H 6.464 -0.061 1.198 0.01 0.01 -0.01
H -1.232 5.697 2.671 0.00 0.00 0.02
C 3.393 -1.228 0.354 -0.01 0.02 -0.02
C 1.069 -7.251 -0.061 0.05 0.01 0.03
C 1.561 -4.826 0.107 -0.08 0.10 0.05
C -2.164 0.252 3.174 -0.02 -0.04 -0.09
H 4.494 -0.007 -2.611 0.02 -0.01 -0.01
C 2.210 -0.658 3.350 0.00 0.02 0.03
H -1.433 3.978 3.075 -0.02 -0.02 0.01
H -3.896 4.074 2.520 0.02 -0.02 0.02
C 3.417 -0.901 -1.001 0.04 0.07 0.13
H -2.598 -0.725 -2.359 0.01 0.03 0.01
H -0.315 -0.176 -6.689 0.01 -0.01 0.03
C 0.384 3.561 -6.145 0.03 -0.03 -0.01
O -2.323 3.274 0.594 -0.06 -0.05 0.03
C -3.316 1.880 -2.127 -0.09 0.04 -0.09
H 3.350 -7.557 1.175 0.00 -0.01 0.01
H -5.428 0.949 -0.634 -0.01 -0.01 0.01
C -3.495 -0.064 3.853 -0.02 0.01 0.01
C 1.664 -2.816 4.999 0.00 0.02 -0.01
H -1.065 5.218 -0.475 0.02 -0.02 0.01
O 2.705 2.944 -3.021 0.04 0.06 0.08
C -3.672 4.826 1.761 -0.02 0.05 0.01
C -3.400 -0.574 -1.637 -0.09 0.02 -0.02
H -0.700 -0.784 1.954 0.02 0.03 -0.03
H 2.556 -1.097 -1.619 -0.13 -0.01 -0.12
H -2.786 5.515 -0.701 0.00 -0.02 -0.02
C -3.321 0.823 -1.031 0.15 -0.07 0.03
C -4.492 1.032 -0.075 -0.08 0.00 0.00
C 2.380 -3.816 0.723 -0.09 0.00 -0.07
H -4.428 4.760 0.976 0.00 -0.01 -0.02
H -4.359 -0.711 -2.143 0.00 -0.02 -0.03
C 0.377 1.313 -5.317 0.01 0.05 -0.03
S 0.445 1.782 1.097 0.15 -0.15 0.07
As 1.100 3.589 -3.419 -0.08 0.15 -0.09
H 2.356 0.209 2.718 0.00 0.04 -0.08
H -0.738 -7.798 -1.049 0.00 -0.02 0.00
C 2.010 -1.914 2.775 -0.14 -0.08 0.11
C -1.978 5.531 0.032 0.00 0.05 0.01
I -0.089 -2.860 -1.764 0.06 0.27 -0.05
C 2.179 -0.493 4.727 0.00 -0.01 -0.02
C 1.914 -1.571 5.559 -0.01 0.00 0.02
H 4.163 -3.419 1.788 -0.02 -0.05 -0.02
H -0.776 1.431 -8.505 0.00 0.00 0.00
O -0.711 -0.458 -3.756 0.06 -0.03 0.00
H -3.310 -1.325 -0.849 -0.01 -0.02 0.02
C -1.228 4.681 2.265 -0.01 0.05 0.04
H -0.918 -0.126 4.904 0.02 -0.01 0.02
C -0.129 0.880 -6.541 0.05 0.00 -0.04
H -2.527 1.679 -2.853 0.02 -0.02 0.00
C 4.521 -0.280 -1.564 -0.02 0.01 -0.01
O -0.054 3.121 -2.323 0.31 1.08 -0.63
C 3.544 -4.190 1.343 0.12 -0.01 0.06
Si -1.580 1.842 0.936 -0.11 -0.27 0.11
H 4.511 -1.160 2.191 -0.02 0.03 0.03
H 1.426 -3.662 5.634 0.01 0.00 0.00
C -0.379 1.781 -7.559 -0.01 0.00 -0.04
H -0.240 4.453 1.868 0.01 0.01 -0.03
H -4.222 -0.409 3.116 0.00 0.00 -0.02
O 1.337 5.170 -3.797 -0.09 -0.16 0.04
C -1.140 0.692 4.213 0.00 -0.03 0.11
H -0.300 3.843 -8.157 0.00 0.01 0.01
C -2.288 4.568 1.173 0.11 -0.07 -0.07
```
Forces are in eV/Å.

=====

2.
ORCA calculation (the ωB97M-V functional and the def2-TZVPD basis) on H24O12 as an isolated structure at a distorted geometry.

As for the orbital gap: 8.31 eV. The energy above the lowest of the compared OMol25 structures with the same formula, charge and spin is 186.9 kcal/mol. The calculation puts the total energy at -917.0276 Ha. The value obtained for the highest occupied orbital energy is -8.727 eV.

XYZ file:
```
36
Properties=species:S:1:pos:R:3:forces:R:3
O -4.161 -3.453 -1.107 -0.02 0.29 0.14
H 2.564 2.339 4.244 0.15 -0.06 -0.06
H -0.460 -1.083 -1.575 -1.24 -0.54 -0.70
H 1.327 2.606 -1.167 0.05 -0.35 0.05
H 0.656 4.513 -1.110 -0.16 0.22 0.09
H -1.307 0.287 -0.830 0.27 0.30 -0.54
O -1.723 -4.553 -2.759 0.28 0.04 0.02
H 2.453 -1.092 -0.576 0.33 0.10 -0.06
O 1.165 5.221 -0.701 -0.08 -0.09 -0.19
H 1.791 3.017 3.126 0.00 0.08 0.08
H -1.926 0.767 2.106 -0.18 0.27 0.54
O 0.461 -0.801 -1.545 -7.60 -2.68 -2.01
O 2.426 3.197 3.828 -0.13 -0.06 -0.08
O 2.124 -0.392 -1.151 9.03 1.83 2.35
H 2.040 -0.235 3.996 0.07 -0.08 0.02
O 2.927 -0.034 3.676 -0.25 0.14 0.01
H 1.036 5.973 -1.290 0.09 0.00 0.11
O -0.907 0.931 -0.235 1.86 -1.68 -6.49
H -4.126 -4.080 -0.376 0.03 -0.04 -0.14
H 0.874 -1.265 -2.282 -0.16 0.16 0.12
H -2.202 1.460 0.782 0.42 0.11 0.71
H -3.958 -0.613 -1.941 -0.11 0.03 -0.22
O 2.244 -3.566 1.119 -0.19 0.10 -0.01
H -0.840 -4.915 -2.890 -0.07 -0.03 -0.03
H -3.826 0.853 -1.564 -0.02 0.07 -0.13
H 1.940 3.153 0.112 0.14 0.01 0.03
H 1.764 -4.046 1.803 0.11 0.01 -0.03
H -3.868 -2.622 -0.717 -0.02 -0.17 0.07
H 2.135 0.394 -0.593 0.27 0.43 -0.15
H -0.059 0.538 0.000 -0.17 0.27 -0.14
O 1.731 2.326 -0.338 0.02 0.11 0.05
H 1.579 -2.986 0.730 -0.01 -0.07 -0.01
O -3.546 0.211 -2.226 0.12 -0.13 0.35
H 2.799 0.165 2.741 0.12 -0.01 0.01
H -1.590 -3.599 -2.765 -0.16 -0.09 0.00
O -1.538 1.385 1.476 -2.82 1.51 6.24
```
Forces are in eV/Å.

=====

3.
ORCA calculation (the ωB97M-V functional and the def2-TZVPD basis) on a 2-piece molecular cluster, C7H17N4 overall at a distorted geometry.

As for the orbital gap (alpha / beta): 7.41 / 7.41 eV. The energy above the lowest of the compared OMol25 structures with the same formula, charge and spin is 85.7 kcal/mol. The calculation puts the total energy at -495.5799 Ha. The net charge is +1. The value obtained for the highest occupied orbital energy (alpha / beta) is -11.631 / -11.631 eV.

XYZ file:
```
28
Properties=species:S:1:pos:R:3:forces:R:3
H 1.784 -1.561 2.427 0.15 0.42 -1.29
C -2.055 0.889 2.274 -2.08 -0.62 0.92
C -0.927 0.859 1.367 -1.02 1.59 -3.73
N 0.226 0.767 1.927 0.78 1.60 0.37
H -1.385 -1.271 -0.632 1.55 -1.23 -1.97
H -0.248 -1.487 -3.321 0.10 0.50 -0.96
H 0.083 2.305 -1.318 0.81 1.67 -1.16
H 2.195 -1.545 0.605 -0.43 0.14 0.79
H 2.789 1.754 -1.217 -0.89 0.04 0.27
H -1.636 1.174 3.226 -0.23 0.22 0.46
H -2.998 1.462 2.075 1.18 -0.31 -0.33
H 0.552 -1.660 1.270 -2.27 -1.01 -0.75
C 1.471 -1.221 1.388 2.66 1.16 1.13
N 0.077 1.470 -0.819 -0.93 -2.50 2.09
H -1.075 -0.040 -2.475 -0.10 -0.13 -1.50
H -2.350 -0.161 2.390 -0.24 0.09 0.19
H -0.741 -2.652 -1.517 0.09 1.29 1.17
H 3.091 0.158 -1.046 -0.95 -0.26 0.08
H 0.900 -0.493 -0.754 -1.02 0.69 0.58
C -1.032 -1.119 -2.688 -0.56 0.83 1.17
C 1.081 0.596 -0.649 1.33 -0.14 -1.97
N 2.350 0.855 -1.026 1.58 0.97 -0.47
H -2.009 1.630 -0.296 -0.63 0.67 -0.66
H 2.255 0.873 1.632 -0.16 -0.06 0.39
C -1.051 1.277 -0.034 1.08 -1.82 3.17
H -1.995 -1.556 -2.901 -0.41 0.43 -1.05
C 1.324 0.309 1.503 1.40 -2.25 0.09
N -0.674 -1.609 -1.392 -0.81 -2.02 2.97
```
Forces are in eV/Å.